The following is a quantum chemistry calculation of 10 unconnected molecules or ions with the total composition C48H80F18N8O12, from the OMol25 dataset.

Summary:
Net charge: -2
Max |F|: 5.2 eV Å⁻¹
E_LUMO: 2.0 eV
Orbital gap: 4.90 eV
DFT total energy: -5015.319041 a.u.
Highest occupied orbital energy: -2.87 eV

Element x y z (Å)
1 C 5.98372 1.19577 6.01391
2 C 5.30498 1.79447 4.79772
3 N 4.70111 0.82264 3.98611
4 C 5.45773 0.11953 3.03917
5 C 4.56476 -0.68792 2.40862
6 N 3.33145 -0.30118 2.92107
7 C 3.41250 0.54649 3.86526
8 C 2.01126 -0.80515 2.45797
9 H 6.80599 1.86082 6.40795
10 H 6.45340 0.25422 5.66501
11 H 5.31668 0.99613 6.84634
12 H 6.04019 2.23211 4.15815
13 H 4.48753 2.48567 5.09130
14 H 6.53221 0.14216 2.93124
15 H 4.90777 -1.56249 1.74678
16 H -4.49399 1.77688 3.13399
17 H 2.17154 -1.65171 1.85154
18 H 1.45417 -0.04907 1.86414
19 H 1.36460 -1.10819 3.20811
20 C -2.38005 4.29750 -0.19625
21 C -1.77578 4.07689 -1.56638
22 N -2.81899 3.60287 -2.49759
23 C -4.04131 4.20647 -2.73203
24 C -4.77542 3.31439 -3.53679
25 N -3.94403 2.26832 -3.78685
26 C -2.77054 2.45247 -3.11297
27 C -4.36842 0.98664 -4.36994
28 H -3.32455 4.81912 -0.23066
29 H -1.68795 4.91917 0.37291
30 H -2.56132 3.37107 0.31653
31 H -1.00097 3.23639 -1.55599
32 H -1.32699 4.99472 -1.94523
33 H -4.30823 5.17363 -2.41758
34 H -5.73017 3.27569 -3.97430
35 H -2.04994 1.69306 -2.88639
36 H -3.66396 0.23201 -4.17979
37 H -4.35560 1.13202 -5.47534
38 H -5.31782 0.78309 -3.96022
39 C 5.26260 0.95098 -5.65807
40 C 3.80473 1.32987 -5.85241
41 N 2.88472 0.23055 -5.34184
42 C 2.11685 0.42079 -4.18325
43 C 1.13996 -0.52017 -4.21045
44 N 1.32229 -1.24012 -5.37938
45 C 2.34943 -0.73707 -6.07535
46 C 0.50190 -2.37555 -5.76827
47 H 5.32157 0.89007 -4.58839
48 H 5.91088 1.72860 -6.10550
49 H 5.56314 0.00087 -6.10367
50 H 3.51005 1.42527 -6.88791
51 H 3.51370 2.25996 -5.28811
52 H 2.28666 1.13818 -3.38396
53 H 0.36706 -0.62909 -3.50394
54 H 2.74364 -0.96818 -7.00723
55 H 1.10565 -3.28492 -5.88520
56 H 0.03237 -2.18938 -6.70817
57 H -0.23800 -2.61959 -4.93891
58 C 2.80144 -3.45082 -2.22688
59 C 2.11059 -2.87870 -0.97199
60 N 2.58077 -1.48450 -0.88995
61 C 3.85052 -1.14135 -0.46881
62 C 3.85002 0.23125 -0.30963
63 N 2.58830 0.67448 -0.69378
64 C 1.82052 -0.41200 -1.03909
65 C 2.10113 2.09011 -0.62107
66 H 2.18195 -4.28139 -2.62493
67 H 3.84864 -3.76862 -2.01775
68 H 2.79949 -2.72730 -3.04182
69 H 2.24811 -3.32428 0.00528
70 H 1.03136 -2.85592 -1.15970
71 H 4.67042 -1.82541 -0.27510
72 H 4.63351 0.86022 0.01912
73 H 0.72022 -0.23449 -1.25742
74 H 2.92735 2.78880 -0.93045
75 H 1.88045 2.33974 0.42452
76 H 1.19849 2.17610 -1.26096
77 C 4.65172 4.39390 2.21451
78 O 3.92770 5.51936 2.67399
79 O 4.64309 4.11288 0.93758
80 C 6.09236 4.60973 2.73318
81 F 6.10399 4.79351 4.07032
82 F 6.81069 3.46059 2.52580
83 F 6.68879 5.64169 2.23271
84 C 2.54382 5.38066 2.45733
85 C 1.72828 6.13632 3.46231
86 H 0.65684 6.09654 3.24098
87 H 1.93799 5.74294 4.50659
88 H 2.04207 7.20787 3.50468
89 H 2.36482 4.31278 2.53969
90 H 2.23113 5.61337 1.43705
91 H 4.25303 3.55704 2.88336
92 C 5.49362 -3.80695 2.40242
93 O 4.31969 -3.53627 3.15976
94 O 5.69065 -3.24241 1.23196
95 C 6.71627 -3.55206 3.40672
96 F 6.64308 -4.13600 4.63382
97 F 7.81386 -4.17156 2.89574
98 F 7.05525 -2.21792 3.52495
99 C 3.24056 -4.35429 2.75574
100 C 2.46150 -4.65194 3.93981
101 H 2.21241 -3.72031 4.46792
102 H 1.46565 -5.12100 3.74757
103 H 2.92012 -5.26151 4.68274
104 H 3.65050 -5.29444 2.30966
105 H 2.74217 -3.79235 1.95113
106 H 5.52173 -4.97389 2.33532
107 C -8.01223 1.31964 -3.32650
108 O -6.89315 1.17488 -2.31518
109 O -7.69799 2.17433 -4.25603
110 C -8.12492 -0.25367 -3.67106
111 F -7.00097 -0.81490 -4.25125
112 F -8.42634 -1.09207 -2.69236
113 F -9.14550 -0.47303 -4.63211
114 C -7.00777 2.11065 -1.29101
115 C -8.22211 1.84237 -0.39256
116 H -9.20980 1.62412 -0.84514
117 H -8.10800 1.03077 0.32016
118 H -8.53177 2.66444 0.24554
119 H -7.11724 3.13134 -1.69307
120 H -6.15345 1.99537 -0.54494
121 H -8.90195 1.41906 -2.70756
122 C -1.24782 -4.78905 -3.14749
123 O -0.58316 -5.62848 -2.14314
124 O -1.04063 -3.50484 -3.13962
125 C -0.78829 -5.50169 -4.49523
126 F 0.52856 -5.31012 -4.59110
127 F -1.01387 -6.80830 -4.70221
128 F -1.38519 -4.93115 -5.62234
129 C -1.07559 -5.36602 -0.87848
130 C -0.25387 -6.04923 0.19324
131 H 0.74353 -5.63250 0.15199
132 H -0.73896 -5.81260 1.14198
133 H -0.14298 -7.11574 0.10384
134 H -2.12477 -5.69785 -0.80257
135 H -1.13832 -4.32017 -0.52516
136 H -2.38945 -4.94848 -3.00829
137 C -1.71091 -0.08519 -0.72912
138 O -2.67035 -0.25560 -1.82806
139 O -0.73938 0.75091 -1.06083
140 C -2.40597 0.42655 0.54002
141 F -1.56502 1.20747 1.27271
142 F -3.51853 1.22370 0.30574
143 F -2.73077 -0.56464 1.39108
144 C -3.51109 -1.36688 -1.83454
145 C -4.75312 -1.20771 -0.96090
146 H -4.66488 -1.12637 0.15335
147 H -5.15150 -0.28969 -1.38292
148 H -5.43678 -2.00394 -1.16103
149 H -2.93227 -2.29863 -1.54274
150 H -3.85068 -1.51969 -2.85097
151 H -1.36868 -1.11761 -0.40078
152 C -3.87202 2.10408 4.97723
153 O -3.29513 0.84634 5.06322
154 O -4.87481 2.06608 3.94271
155 C -4.43905 2.74784 6.21163
156 F -5.44223 1.98805 6.81483
157 F -3.49266 2.94998 7.09321
158 F -4.92351 4.00507 5.97316
159 C -4.00362 -0.25721 5.59499
160 C -3.36566 -1.52339 5.06703
161 H -3.49544 -1.65311 3.98568
162 H -2.29411 -1.48849 5.22526
163 H -3.72473 -2.35254 5.67591
164 H -5.09715 -0.19900 5.27272
165 H -4.03147 -0.33600 6.74607
166 H -3.00587 2.66251 4.64863

Forces on the atoms, in the same order (eV/Å):
1.46 0.01 0.19
-0.70 1.01 1.40
1.17 -0.88 -1.50
-1.03 -0.87 0.07
2.07 -0.49 -0.88
-1.90 -3.80 -3.00
-1.30 3.25 3.39
1.43 1.71 -1.31
-0.80 -0.53 -0.46
-0.13 0.33 0.52
-0.24 -0.19 -0.04
0.33 0.88 0.05
0.81 -0.01 -0.26
-0.18 0.14 0.23
-1.13 1.32 1.00
0.88 -0.44 -1.00
0.34 -1.03 -0.90
0.54 -0.21 0.28
-0.84 -0.36 1.97
0.55 0.36 0.16
0.52 -1.29 -0.11
-0.18 1.23 0.30
-1.06 -2.15 -1.78
2.47 1.29 1.14
1.67 -0.64 1.44
-1.58 -0.96 -0.78
0.52 1.80 -1.94
-0.27 0.31 -0.22
-0.02 -0.16 0.20
0.11 -0.39 0.19
-0.96 1.17 0.17
-0.06 -0.06 -0.19
-0.08 0.77 0.50
-1.45 0.27 -0.23
0.40 -0.36 -0.14
0.98 -0.84 0.72
-0.57 -0.21 0.73
-1.14 -0.44 0.12
-0.29 0.64 -0.42
-0.81 -0.76 0.22
-0.04 2.49 0.95
0.13 -0.69 -0.38
1.44 0.49 -1.12
-0.18 -0.06 -0.15
-0.65 0.60 2.65
-0.56 -1.39 1.12
0.98 -0.04 0.55
-0.27 -0.28 0.60
-0.36 0.00 0.02
0.10 0.38 -0.31
0.42 -1.01 -0.65
0.32 -0.04 -0.56
-0.94 -0.71 0.49
0.19 -0.87 -1.45
0.06 0.37 0.18
-0.54 0.31 -0.54
0.66 0.33 -0.75
-0.15 -1.52 0.44
-0.24 0.95 -1.68
-0.02 -0.38 0.69
-0.03 1.68 -0.07
-1.23 -1.52 -1.14
-0.22 -0.43 -0.12
0.22 2.05 0.77
0.68 -0.01 -0.32
0.58 0.12 0.41
-0.76 0.14 -0.20
0.04 0.34 0.22
0.53 -0.46 -0.18
0.09 0.12 -0.02
-0.41 -0.32 0.10
0.37 0.70 0.31
0.70 -0.33 0.29
-0.73 -0.77 0.27
-0.09 -0.13 -0.33
0.55 -0.10 0.56
0.47 -2.08 -0.26
-0.66 1.86 0.11
-0.42 0.27 -0.25
-1.96 -1.55 0.84
0.25 0.02 0.86
0.29 0.80 -0.27
1.43 1.19 -1.19
0.40 -0.92 -0.31
0.71 0.76 1.65
0.14 -0.11 0.08
-0.44 0.31 -1.17
-0.27 -0.64 -0.21
-0.52 -0.46 0.18
0.26 0.39 -0.23
0.25 0.16 -0.31
1.84 -1.67 -0.19
0.07 -0.06 0.06
-0.75 0.20 0.57
0.40 0.19 -0.78
-0.69 0.88 0.00
0.10 0.35 -0.47
-0.33 -1.52 0.44
1.74 0.06 -1.61
-3.27 0.50 1.40
0.09 -0.03 -0.15
0.67 0.20 -0.25
0.89 -0.60 0.27
-0.30 0.53 0.08
-0.54 -0.45 0.27
0.09 1.02 0.17
1.72 -0.87 -0.44
0.02 -0.18 0.09
-0.69 -0.91 0.57
-0.05 -0.36 -2.79
-0.55 0.81 0.26
-0.29 0.29 0.91
1.03 0.53 1.00
-0.48 -0.20 1.63
-1.70 -0.21 0.67
0.76 -0.01 -0.49
0.54 -0.38 -0.11
0.59 0.70 0.13
0.46 -0.12 0.09
-0.46 0.45 -1.45
-0.61 0.63 -0.10
-2.36 -0.16 -0.35
0.31 0.82 -0.69
1.22 0.06 -0.20
-0.88 0.80 -0.16
0.71 -0.03 -0.63
-0.02 -0.22 0.70
0.62 0.16 0.94
-0.92 -0.30 1.40
-0.11 0.41 -0.10
0.37 0.16 0.30
0.29 -0.07 0.17
-0.22 -0.53 -0.23
-0.03 -0.17 -0.14
0.35 0.16 -0.96
1.07 -0.68 -0.27
0.42 -0.59 -0.47
0.91 0.98 0.43
-0.24 -0.16 -0.86
-0.12 1.32 0.83
-0.42 -0.11 -0.31
0.73 -0.87 0.36
-0.65 0.00 -0.17
0.52 -2.28 1.70
0.34 0.91 0.18
0.39 -0.04 -1.13
-0.78 0.20 0.50
-0.55 -0.57 -0.25
-0.35 0.88 -0.44
0.02 -0.01 -0.28
-0.19 0.33 -0.56
-0.22 -1.36 -3.16
0.42 -0.08 1.36
-0.62 1.12 2.53
-1.85 0.48 0.71
1.17 1.12 -0.85
0.85 -0.52 0.92
-0.25 -1.21 -0.31
-2.03 -0.59 0.77
0.26 0.22 -0.01
-0.30 -0.13 0.34
0.30 0.14 0.13
-0.21 -0.23 -0.41
1.29 -0.05 0.35
0.35 0.68 -1.55
0.00 0.85 0.09

Here are the Löwdin charges for atoms 1 to 99, given in e: C -0.08; C -0.26; N -0.14; C -0.04; C -0.09; N -0.13; C -0.12; C 0.00; H 0.08; H 0.07; H 0.06; H 0.08; H 0.12; H 0.12; H 0.10; H 0.08; H 0.04; H 0.09; H 0.05; C -0.05; C -0.14; N -0.05; C 0.01; C 0.01; N -0.04; C -0.01; C 0.04; H 0.07; H 0.08; H 0.05; H 0.13; H 0.12; H 0.11; H 0.10; H 0.13; H 0.06; H 0.12; H 0.05; C -0.07; C -0.15; N -0.04; C 0.01; C 0.02; N -0.06; C -0.02; C 0.00; H 0.08; H 0.09; H 0.08; H 0.11; H 0.14; H 0.13; H 0.12; H 0.15; H 0.10; H 0.09; H 0.09; C -0.04; C -0.13; N -0.06; C -0.02; C 0.00; N -0.07; C -0.06; C 0.01; H 0.07; H 0.09; H 0.05; H 0.10; H 0.11; H 0.11; H 0.12; H 0.12; H 0.10; H 0.10; H 0.06; C -0.58; O -0.10; O -0.18; C -0.60; F 0.10; F 0.09; F 0.18; C -0.32; C -0.10; H 0.06; H 0.09; H 0.07; H 0.10; H 0.11; H 0.13; C -0.54; O -0.11; O -0.19; C -0.48; F 0.09; F 0.08; F 0.08; C -0.31